Version a
This record from the OMol25 dataset describes 8 unconnected molecules or ions with the total composition H16O8. The level of theory is ωB97M-V/def2-TZVPD.

Its SMILES is O.O.O.O.O.O.O.O. The value obtained for the frontier orbital gap is 10.4 eV. Its lowest unoccupied orbital energy is -0.22 eV.

XYZ file:
```
24
H16O8, DFT ωB97M-V/def2-TZVPD
O -2.52983 -2.00454 -0.46129
O 0.52317 -2.16554 2.06771
O 1.24517 1.65446 1.31771
O -0.82783 -0.53254 -3.07929
O -0.62083 2.19246 -0.01529
O -0.12683 -0.61554 -0.24629
O -0.67283 0.19646 2.44671
O 2.04517 0.11546 -2.03429
H 0.16417 0.70946 2.52571
H -2.77183 -1.43054 0.15471
H 0.21917 -1.21354 2.23871
H 1.75317 1.66746 0.59771
H 2.43317 -0.28154 -2.98829
H -0.95883 0.25846 3.45071
H -1.49183 2.07746 0.41371
H 1.55017 -2.14054 1.85471
H 0.68517 2.39646 1.11271
H -0.30983 0.19246 -3.19429
H -1.75583 -1.55154 -0.47029
H 0.50717 -0.41854 -0.80629
H -0.38683 1.36046 -0.55329
H 2.69117 0.79046 -1.83529
H -1.82383 -0.45454 -3.00329
H 0.46017 -0.80254 0.50671
```

From a Mulliken analysis of the wavefunction, the atomic charges in e read:
1. O -0.580
2. O -0.710
3. O -0.618
4. O -0.603
5. O -0.739
6. O -0.372
7. O -0.650
8. O -0.630
9. H 0.383
10. H 0.286
11. H 0.450
12. H 0.219
13. H 0.314
14. H 0.305
15. H 0.305
16. H 0.313
17. H 0.409
18. H 0.287
19. H 0.324
20. H 0.162
21. H 0.355
22. H 0.290
23. H 0.326
24. H 0.173

Version b
This record from the OMol25 dataset describes 8 unconnected molecules or ions with the total composition H16O8. The level of theory is ωB97M-V/def2-TZVPD.

Its SMILES is O.O.O.O.O.O.O.O. The value obtained for the frontier orbital gap is 10.3 eV. Its lowest unoccupied orbital energy is -0.36 eV.

XYZ file:
```
24
H16O8, DFT ωB97M-V/def2-TZVPD
O -1.91295 -0.52992 1.92952
O 0.37601 -2.73029 -0.28552
O 0.56393 -0.14871 0.47429
O -1.86177 -3.71004 1.34627
O 1.27150 3.07081 -1.55555
O -0.61827 2.84661 1.23039
O 2.73753 0.82067 -1.19321
O -1.34359 0.86762 -1.25431
H 0.57840 -1.08810 0.32860
H -1.09830 2.48019 1.99698
H 1.97748 3.68510 -1.72921
H -2.26791 -3.17080 2.03343
H -2.11787 1.15605 -0.75387
H 3.69479 0.79118 -1.11178
H -0.39496 -2.78838 -0.82822
H 1.68584 2.24623 -1.22379
H 1.08594 -2.97243 -0.85117
H -1.09970 -0.43355 1.41022
H 1.37210 0.24337 0.19985
H -1.21420 -3.25293 0.83582
H -2.55805 -0.46541 1.20847
H 2.43726 0.36611 -1.95554
H -0.54091 2.38046 0.41195
H -0.75233 0.33617 -0.66361
```

From a Mulliken analysis of the wavefunction, the atomic charges in e read:
1. O -0.619
2. O -0.741
3. O -0.633
4. O -0.644
5. O -0.617
6. O -0.652
7. O -0.669
8. O -0.646
9. H 0.407
10. H 0.324
11. H 0.274
12. H 0.330
13. H 0.312
14. H 0.277
15. H 0.343
16. H 0.404
17. H 0.276
18. H 0.334
19. H 0.255
20. H 0.382
21. H 0.330
22. H 0.321
23. H 0.338
24. H 0.313

Version c
This record from the OMol25 dataset describes a molecular structure, H16O8. The level of theory is ωB97M-V/def2-TZVPD.

The value obtained for the frontier orbital gap is 9.7 eV. Its lowest unoccupied orbital energy is -0.20 eV.

XYZ file:
```
24
H16O8, DFT ωB97M-V/def2-TZVPD
O -0.29767 2.22658 0.21937
O 1.67139 -0.81090 1.62635
O -1.68165 -0.97830 0.18366
O 1.71345 1.21929 -0.35303
O 0.92527 -2.14622 -0.30784
O 0.31094 -0.32420 -2.14620
O -1.47506 1.07589 -1.63655
O -0.66598 0.18166 2.25240
H 0.45378 -0.63468 -3.05174
H -1.90270 0.53552 -0.66552
H 0.88990 -1.31098 -0.89858
H -0.47500 1.78984 -0.65985
H -0.48628 0.63703 1.09191
H 1.57205 -1.34066 0.84860
H 2.25059 -1.45715 2.03351
H -2.88542 -1.29711 -0.23960
H -1.12961 2.96685 0.96870
H -1.79669 -0.76358 1.50570
H 0.93312 0.40488 -1.79191
H 1.13410 2.00774 0.08310
H 1.91299 0.73993 0.46883
H 0.10440 -0.44984 2.71589
H -1.08430 0.03266 -2.14965
H 0.00837 -2.30424 -0.09755
```

From a Mulliken analysis of the wavefunction, the atomic charges in e read:
1. O -0.905
2. O -0.721
3. O -0.949
4. O -0.852
5. O -0.801
6. O -0.738
7. O -0.913
8. O -0.785
9. H 0.310
10. H 0.482
11. H 0.442
12. H 0.506
13. H 0.537
14. H 0.445
15. H 0.320
16. H 0.333
17. H 0.392
18. H 0.530
19. H 0.465
20. H 0.397
21. H 0.360
22. H 0.361
23. H 0.436
24. H 0.348

Version d
This record from the OMol25 dataset describes 8 unconnected molecules or ions with the total composition H16O8. The level of theory is ωB97M-V/def2-TZVPD.

Its SMILES is O.O.O.O.O.O.O.O. The value obtained for the frontier orbital gap is 9.9 eV. Its lowest unoccupied orbital energy is -0.26 eV.

XYZ file:
```
24
H16O8, DFT ωB97M-V/def2-TZVPD
O 1.02861 2.78534 0.62679
O 2.27083 -1.64008 0.16355
O -1.53481 0.04904 -1.68309
O -1.21853 -2.68914 2.06456
O 0.96610 1.76259 -2.09847
O -2.11809 3.46006 0.60014
O -0.03429 -0.30087 0.92261
O -1.00067 -3.60595 -0.71045
H -1.17092 -0.32157 -0.87031
H -0.97875 0.81957 -1.85001
H 1.74925 2.56349 1.22600
H -1.21692 -3.01476 1.15491
H -2.27180 3.41156 1.54762
H 0.78831 -0.76684 0.68618
H 1.12662 2.21781 -1.25830
H 1.71345 1.16705 -2.19927
H -1.64659 -4.16167 -1.15595
H -0.80415 -2.91471 -1.35235
H 2.42312 -2.18512 -0.61441
H 2.72109 -2.10337 0.87697
H -0.69801 -1.88139 2.02674
H 1.02829 3.74879 0.58688
H 0.18311 0.63449 0.85136
H -1.30522 2.96567 0.45828
```

From a Mulliken analysis of the wavefunction, the atomic charges in e read:
1. O -0.629
2. O -0.657
3. O -0.650
4. O -0.632
5. O -0.639
6. O -0.633
7. O -0.666
8. O -0.656
9. H 0.365
10. H 0.310
11. H 0.267
12. H 0.374
13. H 0.320
14. H 0.440
15. H 0.365
16. H 0.306
17. H 0.297
18. H 0.322
19. H 0.307
20. H 0.303
21. H 0.336
22. H 0.320
23. H 0.220
24. H 0.308

The structure with the greatest stability is version d.

Version a
This record from the OMol25 dataset describes 8 unconnected molecules or ions with the total composition H16O8. The level of theory is ωB97M-V/def2-TZVPD.

Its SMILES is O.O.O.O.O.O.O.O. The value obtained for the frontier orbital gap is 9.1 eV. Its lowest unoccupied orbital energy is -0.62 eV.

XYZ file:
```
24
H16O8, DFT ωB97M-V/def2-TZVPD
O 0.33590 -2.41320 -1.67716
O 4.59873 -0.33509 0.49335
O 1.34371 -1.98496 2.47827
O -1.10295 0.71053 0.02377
O -2.43307 3.06032 1.85811
O -3.89586 -1.62248 -0.74388
O 1.96118 3.22830 -1.69195
O -0.04219 0.12754 -1.72831
H 0.51856 -1.62234 2.13675
H 1.21916 3.14295 -2.30114
H 4.43313 -0.23881 -0.45127
H -4.48966 -1.73464 -1.49476
H 0.60038 -0.04258 -1.03035
H 3.75733 -0.64285 0.84877
H 1.54959 3.23423 -0.82043
H -0.28420 1.18765 0.19979
H 1.07264 -2.50424 3.24369
H -2.52363 2.10101 1.83529
H -4.43053 -1.87414 0.01755
H -0.94445 -0.16867 0.38553
H -0.77320 -0.46647 -1.52395
H -0.13535 -2.13193 -0.88482
H 1.25924 -2.21615 -1.48321
H -1.59448 3.20601 2.31037
```

From a Mulliken analysis of the wavefunction, the atomic charges in e read:
1. O -0.579
2. O -0.628
3. O -0.596
4. O -0.659
5. O -0.614
6. O -0.602
7. O -0.622
8. O -0.548
9. H 0.281
10. H 0.327
11. H 0.320
12. H 0.306
13. H 0.273
14. H 0.301
15. H 0.300
16. H 0.309
17. H 0.320
18. H 0.302
19. H 0.309
20. H 0.329
21. H 0.269
22. H 0.284
23. H 0.313
24. H 0.305

Version b
This record from the OMol25 dataset describes 8 unconnected molecules or ions with the total composition H16O8. The level of theory is ωB97M-V/def2-TZVPD.

Its SMILES is O.O.O.O.O.O.O.O. The value obtained for the frontier orbital gap is 10.6 eV. Its lowest unoccupied orbital energy is -0.32 eV.

XYZ file:
```
24
H16O8, DFT ωB97M-V/def2-TZVPD
O -2.28927 -0.53029 0.12919
O 0.02122 0.75013 -0.43792
O -3.25571 1.91400 2.09780
O 1.83148 0.75535 1.57736
O 2.64973 0.35412 -2.06456
O 0.58578 -1.81333 -3.48647
O 0.81910 -1.99684 -0.82238
O -0.19563 2.11003 2.68010
H 1.80753 0.29491 -2.48275
H -3.23064 -0.36292 0.33737
H 0.27701 -0.15442 -0.67462
H 0.02762 -2.37938 -0.53020
H -2.29791 -1.05213 -0.66657
H -2.29178 1.97458 1.85039
H 1.84524 -0.15410 1.82452
H -3.23676 2.32496 2.99123
H 3.05384 -0.52799 -1.80605
H 0.47573 1.50472 2.35232
H 1.29113 -2.10047 -0.02009
H 1.35362 0.85489 0.75198
H -0.49973 1.65764 3.47124
H -0.88128 0.65822 -0.28157
H 0.96795 -1.90515 -2.63306
H 1.17172 -2.17657 -4.15725
```

From a Mulliken analysis of the wavefunction, the atomic charges in e read:
1. O -0.671
2. O -0.640
3. O -0.654
4. O -0.736
5. O -0.608
6. O -0.632
7. O -0.596
8. O -0.666
9. H 0.318
10. H 0.300
11. H 0.339
12. H 0.288
13. H 0.319
14. H 0.379
15. H 0.271
16. H 0.293
17. H 0.291
18. H 0.380
19. H 0.230
20. H 0.482
21. H 0.297
22. H 0.386
23. H 0.300
24. H 0.328

Version c
This record from the OMol25 dataset describes 8 unconnected molecules or ions with the total composition H16O8. The level of theory is ωB97M-V/def2-TZVPD.

Its SMILES is O.O.O.O.O.O.O.O. The value obtained for the frontier orbital gap is 11.8 eV. Its lowest unoccupied orbital energy is 0.40 eV.

XYZ file:
```
24
H16O8, DFT ωB97M-V/def2-TZVPD
O -1.75735 -2.63523 -3.11734
O -4.82832 1.80847 4.62086
O -0.08117 3.90376 3.27121
O 0.68185 -1.07143 0.55575
O -0.90563 -1.47462 5.74468
O 2.25830 -1.74293 -5.40139
O -0.89944 2.47293 -4.95008
O 5.51153 -0.22528 -1.62331
H 2.78944 -1.20329 -4.81580
H -5.65793 1.34537 4.50460
H 0.07963 -1.39132 -0.11598
H -0.74817 4.01258 3.94906
H -0.75925 3.10464 -4.24473
H 6.13951 -0.93428 -1.48479
H -0.97220 -2.76947 -3.64814
H -2.06639 -3.51901 -2.91818
H -1.56811 -1.91578 6.27640
H 2.38322 -1.35278 -6.26650
H -0.10735 -1.98391 5.88470
H -4.15810 1.14657 4.45072
H -0.98628 1.63049 -4.50400
H 0.72905 3.74405 3.75523
H 4.78157 -0.43392 -1.04034
H 0.14158 -0.51566 1.11743
```

From a Mulliken analysis of the wavefunction, the atomic charges in e read:
1. O -0.644
2. O -0.636
3. O -0.640
4. O -0.647
5. O -0.638
6. O -0.638
7. O -0.640
8. O -0.643
9. H 0.321
10. H 0.318
11. H 0.325
12. H 0.321
13. H 0.321
14. H 0.319
15. H 0.323
16. H 0.317
17. H 0.320
18. H 0.320
19. H 0.318
20. H 0.318
21. H 0.319
22. H 0.320
23. H 0.324
24. H 0.323

The structure with the greatest stability is version b.